This record from the OMol25 dataset describes a molecular structure, C4H3NO2 in a non-equilibrium geometry. The level of theory is ωB97M-V with the def2-TZVPD basis set.

Last column: Löwdin charge in e.
Cartesian coordinates (Å):
O  2.51166  1.09268  -0.02350  0.105
C  1.77008  0.18247  0.04694  -0.282
C  0.67881  -0.36897  -1.27468  0.142
N  -0.40900  -0.82734  -1.16627  0.067
C  -1.45223  -0.50928  -0.30158  -0.113
C  -1.03453  0.43591  0.59490  -0.225
O  0.16761  0.90271  0.65166  -0.060
H  1.93228  -0.78611  0.53161  0.140
H  -2.41326  -0.99699  -0.35329  0.095
H  -1.75143  0.87491  1.29421  0.131

- max |F| (eV Å⁻¹) = 1.043
- frontier orbital gap (eV) = 8.1
- energy relative to the best compared isomer or geometry (same formula, charge and spin) (kcal per mole) = 103.01
- E_LUMO (eV) = -0.92
- HOMO energy (Eh) = -0.33089
- DFT total energy (eV) = -9777.2196



This record from the OMol25 dataset describes 2 unconnected molecules or ions with the total composition C4H3NO2 in a non-equilibrium geometry. The level of theory is ωB97M-V with the def2-TZVPD basis set.

Last column: Löwdin charge in e.
Cartesian coordinates (Å):
C  2.33260  0.38937  0.13543  -0.156
C  0.23536  -0.68953  1.17543  0.186
C  0.12193  -1.17151  -0.15249  -0.391
C  1.18160  -0.32078  0.29366  -0.073
N  3.25166  0.98870  -0.15775  0.200
O  -0.56962  -1.55261  -1.02777  0.102
O  -2.21821  1.00915  -0.53003  -0.062
H  -0.26107  -0.54670  2.14718  0.138
H  -1.97091  0.09561  -0.89583  0.063
H  -2.10333  1.79831  -0.98783  -0.007

- max |F| (eV Å⁻¹) = 4.586
- frontier orbital gap (eV) = 9.5
- energy relative to the best compared isomer or geometry (same formula, charge and spin) (kcal per mole) = 86.53
- E_LUMO (eV) = -0.83
- SMILES = N#Cc1cc1=O.O
- HOMO energy (Eh) = -0.38056
- DFT total energy (eV) = -9777.9344



This record from the OMol25 dataset describes 2 unconnected molecules or ions with the total composition C4H3NO2 in a non-equilibrium geometry. The level of theory is ωB97M-V with the def2-TZVPD basis set.

Last column: Löwdin charge in e.
Cartesian coordinates (Å):
C  0.90493  0.33519  -0.62098  -0.194
C  -1.71847  -1.90843  0.74853  0.036
C  -0.80436  1.74405  0.70864  -0.364
C  1.18252  -0.89687  -0.27823  0.002
N  0.06692  1.13561  0.18205  0.122
O  -1.83685  -1.13882  -0.09132  0.005
O  -1.49192  2.53276  1.14995  0.175
H  1.37744  1.09759  -1.26859  0.126
H  1.63624  -1.47210  -1.05916  0.058
H  0.68354  -1.42898  0.52911  0.035

- max |F| (eV Å⁻¹) = 4.452
- frontier orbital gap (eV) = 10.4
- energy relative to the best compared isomer or geometry (same formula, charge and spin) (kcal per mole) = 45.14
- E_LUMO (eV) = 0.86
- HOMO energy (Eh) = -0.35104
- DFT total energy (eV) = -9779.7293



This record from the OMol25 dataset describes a single C4H3NO2S molecule in a non-equilibrium geometry. The level of theory is ωB97M-V with the def2-TZVPD basis set.

Last column: Löwdin charge in e.
Cartesian coordinates (Å):
C  0.35943  1.02212  0.18194  -0.188
C  1.60872  0.46436  0.35251  -0.200
C  1.40677  -1.61063  -0.76347  0.176
C  -0.63537  0.20450  -0.13779  -0.182
N  1.82240  -0.77459  -0.01003  0.010
O  -2.86303  0.45838  1.22353  -0.346
O  -3.05096  -0.56977  -0.96491  -0.340
S  -2.32305  0.29936  -0.10718  0.752
H  0.25434  2.14927  0.16677  0.146
H  2.44245  0.90050  0.90654  0.117
H  0.97831  -2.54350  -0.84791  0.055

- max |F| (eV Å⁻¹) = 3.499
- frontier orbital gap (eV) = 6.9
- energy relative to the best compared isomer or geometry (same formula, charge and spin) (kcal per mole) = 162.65
- E_LUMO (eV) = -1.41
- HOMO energy (Eh) = -0.30569
- DFT total energy (eV) = -20610.0019



This record from the OMol25 dataset describes a single C4H3NO2S molecule in a non-equilibrium geometry. The level of theory is ωB97M-V with the def2-TZVPD basis set.

Last column: Löwdin charge in e.
Cartesian coordinates (Å):
C  -1.30391  -0.54930  -0.26747  -0.096
C  -1.86683  0.68762  -0.16543  -0.401
C  0.09560  -0.46137  -0.15090  -0.332
C  0.51741  0.81358  0.05211  -0.470
N  2.32603  -0.57616  0.10872  0.014
O  1.14352  -1.33651  -0.21489  -0.005
O  2.01078  0.80810  0.10706  -0.077
S  -0.72616  1.96956  0.09317  1.059
H  -1.84949  -1.46240  -0.41764  0.114
H  -2.90529  0.93868  -0.22560  0.062
H  2.55835  -0.83180  1.08087  0.134

- max |F| (eV Å⁻¹) = 2.954
- frontier orbital gap (eV) = 8.8
- energy relative to the best compared isomer or geometry (same formula, charge and spin) (kcal per mole) = 114.46
- E_LUMO (eV) = 0.72
- SMILES = c1cc2c(s1)ONO2
- HOMO energy (Eh) = -0.29713
- DFT total energy (eV) = -20612.0916



This record from the OMol25 dataset describes a single C4H3NO3 molecule in a non-equilibrium geometry. The level of theory is ωB97M-V with the def2-TZVPD basis set.

Last column: Löwdin charge in e.
Cartesian coordinates (Å):
C  1.71654  -0.12991  -0.21333  -0.267
C  -0.43529  -0.99261  0.29958  -0.015
C  -1.66854  -0.46125  -0.03560  -0.075
C  -0.34883  1.35641  -0.17094  -0.261
H  2.22437  -1.19168  -0.07839  0.171
H  -0.02616  -2.10685  0.51656  0.182
H  -2.78787  -0.70485  -0.02545  0.159
N  0.41549  0.11296  0.01207  0.002
O  2.68199  0.68132  -0.14806  0.011
O  -1.55670  0.82949  -0.46741  0.049
O  -0.21499  2.60698  0.31097  0.044

- max |F| (eV Å⁻¹) = 8.748
- frontier orbital gap (eV) = 9.4
- energy relative to the best compared isomer or geometry (same formula, charge and spin) (kcal per mole) = 88.74
- E_LUMO (eV) = -0.28
- SMILES = O=Cn1ccoc1=O
- HOMO energy (Eh) = -0.35465
- DFT total energy (eV) = -11825.6854



This record from the OMol25 dataset describes a single C4H3NO3 molecule in a non-equilibrium geometry. The level of theory is ωB97M-V with the def2-TZVPD basis set.

Last column: Löwdin charge in e.
Cartesian coordinates (Å):
C  1.62218  0.09588  -0.02232  -0.048
C  0.24101  0.09799  -0.09143  -0.207
C  -1.91243  -0.56600  0.04139  -0.543
C  -0.72651  1.23737  -0.07467  -0.036
H  1.88866  -1.68587  0.25778  0.064
H  1.98775  1.09732  -0.01323  0.119
H  -0.24906  2.21604  -0.27970  0.134
N  -1.94162  0.86745  0.21877  0.177
O  2.45515  -0.99437  0.07465  0.088
O  -0.64487  -0.93373  -0.06420  0.093
O  -2.72024  -1.43206  -0.04702  0.158

- max |F| (eV Å⁻¹) = 4.510
- frontier orbital gap (eV) = 8.9
- energy relative to the best compared isomer or geometry (same formula, charge and spin) (kcal per mole) = 49.98
- E_LUMO (eV) = -0.69
- SMILES = O=C1N=C/C(=C/O)O1
- HOMO energy (Eh) = -0.35162
- DFT total energy (eV) = -11827.3662



This record from the OMol25 dataset describes a single C4H3NO5S molecule in a non-equilibrium geometry. The level of theory is ωB97M-V with the def2-TZVPD basis set.

Last column: Löwdin charge in e.
Cartesian coordinates (Å):
C  -0.98982  0.22672  0.23484  -0.387
C  0.83724  1.58572  0.01496  -0.425
C  0.16168  -0.71278  -0.12469  0.009
C  1.38516  0.16191  -0.00180  -0.251
N  -0.47330  1.54232  0.28548  0.233
O  -2.13095  -0.03788  0.40795  0.150
O  1.50804  2.58024  -0.03733  0.147
O  3.20202  -1.64223  0.52304  -0.241
O  3.97097  0.72748  0.55368  -0.206
O  2.34872  0.03311  -1.27955  -0.137
S  3.06620  -0.26636  0.14333  0.705
H  0.04414  -1.64972  0.29216  0.115
H  0.18397  -1.00974  -1.18839  0.163
H  -0.84623  2.38892  0.38845  0.125

- max |F| (eV Å⁻¹) = 5.139
- frontier orbital gap (eV) = 10.8
- energy relative to the best compared isomer or geometry (same formula, charge and spin) (kcal per mole) = 0.00
- E_LUMO (eV) = -0.27
- SMILES = O=C1C[C@@]2(OS2(=O)=O)C(=O)N1
- HOMO energy (Eh) = -0.40526
- DFT total energy (eV) = -26757.1613



This record from the OMol25 dataset describes a single C4H3NOS molecule in a non-equilibrium geometry. The level of theory is ωB97M-V with the def2-TZVPD basis set.

Last column: Löwdin charge in e.
Cartesian coordinates (Å):
C  -0.46737  1.67550  0.01752  0.081
C  0.32803  0.90449  0.88289  -0.080
C  0.64912  -0.48498  0.52805  -0.359
C  -0.39586  -1.99348  -1.20119  -0.827
H  -1.06703  1.18603  -0.74702  0.050
H  -0.54780  2.82915  0.27563  0.106
H  0.97744  1.27722  1.51493  0.042
N  -0.43849  -1.03179  -0.39254  0.077
O  1.57514  -1.12761  1.10885  0.054
S  -0.61318  -3.23452  -1.98711  0.858

- max |F| (eV Å⁻¹) = 7.554
- frontier orbital gap (eV) = 9.3
- energy relative to the best compared isomer or geometry (same formula, charge and spin) (kcal per mole) = 28.54
- E_LUMO (eV) = -0.58
- SMILES = C=CC(=O)N=C=S
- HOMO energy (Eh) = -0.36473
- DFT total energy (eV) = -18567.0151



This record from the OMol25 dataset describes a single C4H3NOS molecule in a non-equilibrium geometry. The level of theory is ωB97M-V with the def2-TZVPD basis set.

Last column: Löwdin charge in e.
Cartesian coordinates (Å):
C  -0.04542  0.03808  1.22615  -0.225
C  -1.39573  -0.26267  0.91375  -0.699
C  0.90022  0.19736  0.22437  -0.074
C  0.77663  0.19383  -2.32663  -0.313
N  0.53229  0.29765  -1.14365  0.125
O  0.82510  0.08057  -3.45460  0.207
S  -2.46113  -0.40762  2.13476  0.674
H  0.39927  -0.05586  2.23508  0.107
H  -1.47601  -0.45383  -0.21224  0.091
H  1.94478  0.37249  0.40301  0.107

- max |F| (eV Å⁻¹) = 4.705
- frontier orbital gap (eV) = 7.7
- energy relative to the best compared isomer or geometry (same formula, charge and spin) (kcal per mole) = 12.49
- E_LUMO (eV) = -1.07
- SMILES = O=C=N/C=C\C=S
- HOMO energy (Eh) = -0.32345
- DFT total energy (eV) = -18567.7112